[1]
{
  "formula": "C24H32IN3Pt",
  "method": "wB97M-V/def2-TZVPD",
  "de_lowest_kcal_mol": 80.2,
  "s2": 2.06,
  "multiplicity": 3,
  "lumo_energy_ev": [-0.48, -0.59],
  "total_charge": 0,
  "fmax_ev_per_a": 4.35,
  "elements": ["C", "C", "H", "H", "H", "H", "H", "H", "C", "C", "C", "C", "H", "H", "H", "H", "N", "C", "C", "N", "C", "C", "C", "H", "H", "C", "H", "H", "Pt", "I", "C", "C", "C", "C", "C", "C", "C", "C", "N", "C", "C", "C", "C", "H", "H", "H", "H", "H", "H", "H", "H", "H", "H", "H", "H", "H", "H", "H", "H", "H", "H"],
  "coordinates": [[1.5992, 0.3012, 2.7108], [0.3170, 1.2671, 2.3530], [1.3277, -0.0247, 3.7227], [2.5187, 0.8910, 2.6737], [1.7259, -0.7511, 2.2011], [-0.6433, 0.6966, 2.1740], [-0.0040, 1.5813, 3.3603], [0.5228, 2.2083, 1.8492], [0.4595, -3.0912, -0.3687], [-0.1378, -4.1563, -1.0525], [-1.5026, -4.1048, -1.3548], [-2.2045, -2.9569, -1.0091], [1.5247, -3.1306, -0.1344], [0.4675, -5.0141, -1.3464], [-2.0008, -4.9184, -1.8859], [-3.2504, -2.8024, -1.2755], [-0.2149, -1.9725, -0.0420], [-1.5332, -1.8840, -0.3855], [-2.0927, -0.5504, -0.2720], [-1.1901, 0.4038, 0.1028], [-1.4888, 1.7128, -0.0578], [-3.7556, 1.1695, -0.6686], [-2.7674, 2.1232, -0.3877], [-0.7055, 2.4206, 0.2048], [-2.9785, 3.1920, -0.3771], [-3.4010, -0.1780, -0.6207], [-4.0979, -0.9783, -0.8576], [-4.7699, 1.4714, -0.9303], [0.6001, -0.2050, 0.9901], [2.9353, -0.7933, -0.2653], [5.8485, 1.7846, -2.4839], [4.5452, 2.1539, -1.8293], [4.5394, 2.9325, -0.6679], [3.3360, 3.3182, -0.0603], [3.3713, 4.1790, 1.1737], [2.1389, 2.9201, -0.6279], [2.0730, 2.0235, -1.7544], [3.3393, 1.7392, -2.3787], [0.9050, 1.4602, -2.0542], [0.5994, 0.8564, -3.3637], [0.9822, 1.7743, -4.5220], [1.2418, -0.5141, -3.5603], [-0.9108, 0.6493, -3.4235], [6.2795, 2.6461, -3.0124], [6.5826, 1.4615, -1.7360], [5.7071, 0.9792, -3.2118], [5.4875, 3.2635, -0.2348], [4.0514, 3.7627, 1.9293], [3.7337, 5.1895, 0.9362], [2.3772, 4.2759, 1.6233], [1.1942, 3.2382, -0.1839], [3.3492, 1.1148, -3.2705], [2.0616, 1.9307, -4.5838], [0.6420, 1.3386, -5.4685], [0.4994, 2.7476, -4.3889], [0.9097, -1.2204, -2.7920], [0.9485, -0.9028, -4.5454], [2.3327, -0.4769, -3.5223], [-1.2301, -0.1151, -2.7091], [-1.4312, 1.5812, -3.1807], [-1.2084, 0.3263, -4.4287]],
  "atomic_forces_ev_per_a": [[-0.3, 1.5, 2.5], [0.6, 1.8, 3.6], [0.7, 0.0, 0.0], [-0.2, -0.4, 0.0], [0.6, 0.1, 0.4], [0.1, 0.5, 0.0], [0.2, 0.1, 0.1], [0.1, -0.1, -0.2], [-0.7, -0.3, -0.3], [-0.2, 0.1, 0.1], [0.2, 0.3, 0.1], [0.1, 0.8, 0.1], [-0.4, 0.2, 0.1], [-0.2, 0.2, 0.2], [0.2, 0.2, 0.2], [0.3, -0.3, 0.0], [-1.1, -1.9, -0.6], [1.2, -1.4, -0.5], [-0.2, 2.0, 0.5], [-1.1, 0.2, -2.2], [-0.5, -0.8, 0.7], [0.4, -0.2, 0.2], [-0.2, 0.1, 0.0], [-0.3, -0.2, -0.3], [0.0, -0.3, -0.2], [0.3, -0.2, 0.0], [-0.1, 0.4, 0.0], [0.3, -0.1, 0.1], [-1.2, -2.5, -3.3], [1.5, -0.4, -0.5], [0.2, 0.0, -0.1], [-0.3, 0.2, -0.2], [0.0, -0.1, -0.1], [-0.2, 0.0, -0.3], [0.0, 0.2, 0.1], [-0.1, -0.6, 0.2], [0.9, 0.3, -0.1], [-0.2, 0.1, 0.0], [-0.5, 0.8, -0.5], [0.3, -0.2, 0.2], [0.1, 0.3, -0.1], [0.3, -0.4, -0.1], [-0.3, 0.1, 0.1], [-0.1, -0.2, 0.1], [-0.1, 0.0, -0.2], [0.1, 0.1, 0.2], [-0.2, -0.2, -0.1], [-0.2, 0.0, -0.2], [-0.1, -0.2, 0.1], [0.2, 0.0, -0.1], [0.2, -0.1, -0.1], [0.2, 0.2, 0.4], [-0.2, 0.0, -0.1], [0.0, 0.1, 0.1], [0.1, 0.0, -0.1], [0.1, 0.1, -0.1], [0.0, 0.0, 0.2], [-0.2, -0.1, 0.0], [0.1, 0.1, -0.1], [0.0, -0.1, -0.1], [0.0, 0.0, 0.2]]
}

[2]
{
  "formula": "C6H8",
  "method": "wB97M-V/def2-TZVPD",
  "de_lowest_kcal_mol": 152.5,
  "lumo_energy_ev": [-0.14, -0.14],
  "total_charge": 0,
  "fmax_ev_per_a": 0.83,
  "elements": ["C", "C", "C", "C", "C", "C", "H", "H", "H", "H", "H", "H", "H", "H"],
  "coordinates": [[-1.2263, 0.7284, 0.4123], [-0.2567, 0.3709, -0.7384], [1.1998, 0.7477, -0.4301], [1.7353, -0.2861, 0.5193], [0.5475, -1.1553, 0.7086], [-0.3548, -1.0435, -0.4079], [-1.7575, -0.0677, 0.9470], [-1.9266, 1.5358, 0.1375], [-0.6655, 0.7061, -1.6926], [1.2659, 1.7291, 0.0570], [1.8563, 0.7869, -1.3111], [-0.0978, -0.2007, 1.2896], [0.6496, -2.0830, 1.2698], [-1.1131, -1.7532, -0.7161]],
  "atomic_forces_ev_per_a": [[-0.3, -0.2, -0.1], [0.1, 0.0, -0.1], [-0.1, 0.0, 0.0], [-0.8, 0.0, 0.0], [0.2, -0.4, -0.2], [0.0, 0.1, 0.0], [0.2, 0.1, -0.2], [0.1, -0.3, 0.2], [0.0, 0.0, 0.1], [0.2, -0.1, -0.1], [-0.2, -0.1, 0.1], [0.5, 0.4, 0.3], [-0.2, 0.2, 0.1], [0.2, 0.1, -0.1]]
}

[3]
{
  "formula": "CH4O3S",
  "method": "wB97M-V/def2-TZVPD",
  "de_lowest_kcal_mol": 88.8,
  "lumo_energy_ev": 0.81,
  "total_charge": 0,
  "fmax_ev_per_a": 1.35,
  "elements": ["C", "O", "O", "O", "S", "H", "H", "H", "H"],
  "coordinates": [[-0.7253, 0.3404, 1.1791], [0.6606, -1.6440, 0.1231], [1.1389, 0.2726, -2.1374], [0.2371, 0.5499, -1.0974], [0.8013, -0.2188, 0.3290], [-0.7872, 1.4184, 1.0962], [-0.6615, 0.0414, 2.2200], [-1.5798, -0.1298, 0.7070], [0.9160, -0.6302, -2.4197]],
  "atomic_forces_ev_per_a": [[0.6, 0.0, -0.4], [0.0, -0.8, -0.1], [0.7, -0.1, -0.3], [-0.5, -0.2, 0.9], [-0.8, 1.1, -0.2], [0.0, 0.2, 0.0], [0.1, -0.1, 0.1], [0.0, -0.1, -0.2], [-0.2, 0.1, 0.2]]
}

[4]
{
  "formula": "C3H7FN2O2",
  "method": "wB97M-V/def2-TZVPD",
  "de_lowest_kcal_mol": 59.9,
  "lumo_energy_ev": 0.22,
  "total_charge": 0,
  "fmax_ev_per_a": 6.32,
  "elements": ["C", "C", "C", "N", "N", "O", "O", "F", "H", "H", "H", "H", "H", "H", "H"],
  "coordinates": [[-1.8825, 0.5286, 0.0158], [0.9779, 0.1699, 0.3924], [-0.2340, -0.7570, 0.0629], [-0.2190, -1.9469, 0.6870], [0.9668, 1.3834, -0.4437], [-2.8891, -0.0954, 0.0087], [-1.3848, 1.6008, 0.0885], [-0.1468, -0.8859, -1.3672], [1.9184, -0.3949, 0.0578], [0.8243, 0.3933, 1.5313], [0.5180, -2.5523, 0.3967], [-1.0988, -2.5052, 0.5325], [-0.1272, 1.6602, -0.2968], [1.1561, 1.1798, -1.4588], [1.6207, 2.2217, -0.2070]],
  "atomic_forces_ev_per_a": [[0.7, -6.2, 1.1], [0.7, -2.3, 1.2], [-1.2, 4.7, -1.2], [-1.9, -2.1, 0.8], [0.9, 2.3, -1.1], [-0.5, 0.5, -0.3], [0.2, 4.4, -0.1], [0.5, -0.4, -0.9], [-0.9, 0.6, 1.3], [1.0, -0.1, -2.2], [1.0, -0.4, -0.2], [1.0, 1.1, 0.4], [0.4, 0.2, -0.2], [-0.4, -0.1, 1.4], [-1.4, -2.3, 0.0]]
}

[5]
{
  "formula": "C2H2O2S2",
  "method": "wB97M-V/def2-TZVPD",
  "de_lowest_kcal_mol": 45.8,
  "lumo_energy_ev": [-1.66, -1.66],
  "total_charge": 0,
  "fmax_ev_per_a": 3.64,
  "elements": ["C", "C", "O", "O", "S", "S", "H", "H"],
  "coordinates": [[0.5367, -1.1621, 0.4242], [-0.6723, -0.3338, 0.3330], [1.6323, -3.3911, 1.1952], [-0.6196, 0.8291, -0.2453], [-2.0282, -0.9643, 1.0974], [0.3576, -2.6826, 1.1046], [1.5782, -0.9203, 0.4013], [-1.5183, 1.4034, -0.2076]],
  "atomic_forces_ev_per_a": [[-0.4, -1.5, 1.2], [-1.3, -1.7, 1.8], [0.1, 0.3, 0.0], [-1.6, 2.6, -0.7], [0.1, 1.0, -0.8], [0.0, 1.0, -0.9], [0.4, 0.8, -0.8], [2.7, -2.5, 0.2]]
}

[6]
{
  "formula": "C24H29N5O4S",
  "method": "wB97M-V/def2-TZVPD",
  "de_lowest_kcal_mol": 18.1,
  "smiles": "N#Cc1ccc(C(=O)N(Cc2cccs2)C2CC2)cc1.CNC(=O)[C@H](CCC(N)=O)NC(C)=O",
  "lumo_energy_ev": 0.13,
  "total_charge": 0,
  "fmax_ev_per_a": 2.15,
  "elements": ["N", "O", "O", "O", "O", "C", "S", "C", "C", "C", "C", "C", "C", "C", "C", "C", "C", "C", "C", "C", "C", "N", "N", "N", "N", "C", "C", "C", "C", "C", "C", "C", "C", "C", "H", "H", "H", "H", "H", "H", "H", "H", "H", "H", "H", "H", "H", "H", "H", "H", "H", "H", "H", "H", "H", "H", "H", "H", "H", "H", "H", "H", "H"],
  "coordinates": [[0.5641, -1.2668, -3.2205], [3.6791, 1.4903, 2.9844], [-4.9008, 1.6399, -5.7315], [-0.4490, 2.8673, -2.2787], [-3.3154, -1.8533, -2.4006], [0.9537, -1.0298, -2.1474], [6.4835, -0.6241, 3.5478], [3.2082, 0.3581, 2.9420], [-5.3024, 1.8954, -4.6058], [-0.6381, 2.5235, -3.4323], [-4.1976, -1.0820, -2.7527], [7.8062, -1.4880, 4.3166], [7.5303, -1.8085, 5.6217], [6.2150, -1.3466, 6.0388], [5.5414, -0.6931, 5.0346], [1.1703, 0.5019, -0.2430], [2.3104, -1.6253, -0.1824], [1.7252, 0.8351, 0.9953], [2.8626, -1.2946, 1.0625], [1.4679, -0.7242, -0.8470], [2.5795, -0.0555, 1.6679], [0.3263, 2.6942, -4.3089], [-5.4577, -1.4518, -2.4770], [3.3021, -0.4646, 4.0706], [-4.8652, 1.2770, -3.5092], [-6.3562, 2.9572, -4.4014], [-6.7339, -0.8846, -2.9137], [4.1707, -0.0869, 5.1931], [-1.9636, 1.9396, -3.9058], [1.0610, -1.7366, 3.9602], [1.6335, -1.9325, 5.3564], [2.5730, -1.7271, 4.1713], [-2.5185, 0.8645, -2.9545], [-3.8242, 0.2370, -3.4879], [8.7329, -1.7351, 3.8080], [8.2166, -2.3424, 6.2731], [5.8167, -1.4929, 7.0386], [0.5217, 1.2138, -0.7446], [2.5562, -2.5760, -0.6479], [1.5081, 1.8076, 1.4316], [3.5423, -1.9913, 1.5447], [0.2096, 2.3943, -5.2588], [1.1812, 3.0814, -3.9528], [-5.5023, -2.3226, -1.9688], [-5.2419, 1.5697, -2.6240], [-6.6627, 3.3403, -5.3739], [-5.9403, 3.7679, -3.8065], [-7.2152, 2.5233, -3.8947], [-6.6976, -0.6531, -3.9804], [-7.5320, -1.6103, -2.7478], [-6.9622, 0.0175, -2.3445], [3.7338, -0.4192, 6.1388], [4.2679, 1.0004, 5.2747], [-2.6711, 2.7623, -4.0004], [-1.8262, 1.4943, -4.8917], [0.5635, -0.7853, 3.7452], [0.6251, -2.6092, 3.4641], [1.5071, -1.1118, 6.0692], [1.5799, -2.9354, 5.7905], [3.1346, -2.6059, 3.8347], [-1.7617, 0.0887, -2.8558], [-2.6970, 1.2963, -1.9681], [-3.6286, -0.0728, -4.5154]],
  "atomic_forces_ev_per_a": [[0.6, 0.4, 1.8], [0.0, -0.4, 0.0], [0.2, -0.2, 0.2], [-0.4, -0.1, 0.9], [0.4, 0.6, -0.2], [-0.7, -0.5, -2.0], [0.3, -0.5, 1.3], [0.9, 1.1, 1.6], [-0.3, 0.5, -1.6], [-1.3, -0.1, 1.3], [1.1, -0.2, 0.3], [-0.5, -0.1, 0.6], [-0.7, 0.6, -0.4], [0.7, 0.0, -1.0], [0.6, -0.5, 0.6], [0.1, 0.2, 0.3], [0.3, 0.2, 0.3], [0.1, -0.3, -0.1], [-0.4, 0.3, -0.3], [0.4, 0.1, 0.8], [-0.8, -1.1, -1.0], [0.7, -0.1, -1.6], [-1.6, 0.3, -0.1], [-1.2, -0.3, -0.8], [0.5, -1.1, 1.1], [0.1, -0.1, 0.0], [0.4, 0.1, -0.1], [0.3, 0.2, -0.7], [0.1, -0.4, 0.0], [0.5, -0.1, 0.3], [0.0, 0.1, -0.5], [-0.3, 0.3, 0.1], [0.2, -0.2, -0.1], [0.0, 0.4, 0.1], [-0.4, 0.2, -0.1], [-0.1, 0.1, -0.2], [0.0, 0.0, -0.2], [0.1, -0.1, 0.0], [0.0, 0.2, 0.1], [0.1, -0.2, 0.0], [-0.1, 0.1, 0.0], [0.3, 0.1, -0.1], [0.2, 0.0, -0.2], [0.2, 0.1, -0.1], [0.1, 0.0, 0.1], [0.1, -0.1, 0.1], [-0.1, 0.1, 0.1], [-0.1, 0.1, 0.2], [-0.1, 0.0, 0.1], [0.2, 0.0, 0.0], [-0.2, 0.0, -0.1], [0.0, -0.2, -0.3], [-0.2, -0.1, -0.4], [0.0, 0.1, -0.1], [-0.1, 0.1, -0.1], [0.3, -0.4, 0.1], [0.2, 0.4, 0.1], [0.1, -0.3, -0.3], [0.1, 0.4, -0.2], [-0.3, 0.3, 0.2], [-0.1, -0.2, 0.1], [0.1, 0.0, 0.0], [-0.3, 0.1, -0.2]]
}

[7]
{
  "formula": "C2H5NO3",
  "method": "wB97M-V/def2-TZVPD",
  "de_lowest_kcal_mol": 36.2,
  "smiles": "O=CNC=O.O",
  "lumo_energy_ev": 0.33,
  "total_charge": 0,
  "fmax_ev_per_a": 3.48,
  "elements": ["O", "C", "N", "C", "O", "H", "H", "H", "H", "H", "O"],
  "coordinates": [[0.1386, 2.2520, -1.5684], [-0.7478, 1.6217, -1.0570], [-0.5676, 0.7132, 0.0523], [0.8395, 0.7794, 0.3933], [1.6572, 0.1080, -0.2363], [-1.7783, 1.8816, -1.3473], [-0.8716, -0.1792, -0.3283], [1.1283, 1.4281, 1.2489], [-0.1947, -2.1559, 1.1927], [0.6048, -3.3239, 0.5820], [-0.2084, -3.1251, 1.0681]],
  "atomic_forces_ev_per_a": [[0.1, -0.3, 0.4], [-0.2, 1.3, 0.4], [0.2, 1.4, -1.1], [1.8, -2.4, -1.7], [-1.7, 1.4, 2.0], [-0.2, -0.9, 0.2], [0.2, -0.4, 0.4], [-0.4, -0.1, -0.6], [0.1, -0.8, 0.0], [-0.2, 0.1, 0.1], [0.1, 0.7, -0.1]]
}

[8]
{
  "formula": "C20H49N3O4S",
  "method": "wB97M-V/def2-TZVPD",
  "smiles": "O=S1(=O)OCCO1.CCN(CC)CC.CCN(CC)CC.CCN(CC)CC",
  "lumo_energy_ev": 0.67,
  "total_charge": 0,
  "fmax_ev_per_a": 1.00,
  "elements": ["C", "C", "N", "C", "C", "C", "C", "H", "H", "H", "H", "H", "H", "H", "H", "H", "H", "H", "H", "H", "H", "H", "C", "C", "N", "C", "C", "C", "C", "H", "H", "H", "H", "H", "H", "H", "H", "H", "H", "H", "H", "H", "H", "H", "C", "C", "N", "C", "C", "C", "C", "H", "H", "H", "H", "H", "H", "H", "H", "H", "H", "H", "H", "H", "H", "H", "C", "C", "O", "S", "O", "O", "O", "H", "H", "H", "H"],
  "coordinates": [[-1.1327, -0.0533, -3.7373], [-2.2712, -0.8193, -4.4046], [-1.9355, -1.6877, -5.5300], [-1.4387, -0.9247, -6.6663], [-2.5072, -0.0312, -7.2831], [-0.9332, -2.6791, -5.1283], [-0.8398, -3.8465, -6.1156], [-0.4209, -0.7041, -3.2305], [-1.5295, 0.5787, -2.9368], [-0.5922, 0.6119, -4.4154], [-2.6900, -1.4796, -3.6360], [-3.0698, -0.1321, -4.6803], [-0.5933, -0.2886, -6.3523], [-1.0666, -1.6065, -7.4274], [-2.7269, 0.8642, -6.6994], [-2.2134, 0.3154, -8.2771], [-3.4486, -0.5736, -7.4062], [-1.1985, -3.0340, -4.1306], [0.0520, -2.1962, -5.0154], [-1.4656, -3.6657, -6.9911], [-1.2071, -4.7727, -5.6751], [0.1749, -4.0006, -6.4809], [2.0051, -2.8650, 4.7695], [3.4705, -2.4334, 4.7800], [3.6229, -1.0382, 4.3719], [4.9565, -0.7202, 3.8923], [5.3898, -1.5261, 2.6728], [3.2626, -0.1757, 5.4823], [3.1477, 1.2915, 5.1283], [1.4451, -2.3344, 4.0020], [1.5186, -2.7388, 5.7404], [1.8935, -3.9376, 4.5882], [3.8497, -2.5308, 5.8145], [4.0458, -3.1197, 4.1721], [5.0102, 0.3376, 3.6393], [5.7016, -0.8527, 4.7077], [6.3568, -1.1734, 2.3160], [5.5014, -2.5816, 2.9066], [4.6550, -1.4254, 1.8722], [4.0554, -0.2414, 6.2607], [2.3488, -0.5242, 5.9606], [2.4455, 1.4925, 4.3118], [4.0918, 1.7605, 4.8584], [2.7721, 1.8652, 5.9799], [-0.3717, 2.9397, -0.1255], [-1.7268, 2.2461, -0.2264], [-2.5792, 2.5634, 0.9104], [-3.7272, 1.6630, 0.9607], [-3.3737, 0.2576, 1.4305], [-2.9824, 3.9605, 0.9926], [-3.8054, 4.5104, -0.1869], [0.0211, 2.7910, 0.8811], [-0.4853, 4.0160, -0.2651], [0.3311, 2.5811, -0.8769], [-2.1861, 2.5059, -1.1920], [-1.5649, 1.1704, -0.1804], [-4.4350, 2.0597, 1.6982], [-4.2895, 1.6315, 0.0137], [-4.2661, -0.3703, 1.4276], [-2.6070, -0.2427, 0.8356], [-2.9989, 0.2866, 2.4573], [-2.0762, 4.5645, 1.0344], [-3.5525, 4.1065, 1.9086], [-3.2680, 4.4676, -1.1348], [-4.0651, 5.5524, 0.0075], [-4.7481, 3.9743, -0.3282], [1.7553, 0.4505, 1.4520], [0.4652, 0.1258, 2.1870], [0.1447, -1.2241, 1.7797], [0.6311, -1.4529, 0.2913], [-0.3306, -0.9517, -0.6298], [1.0912, -2.7770, 0.1789], [1.8609, -0.4702, 0.3509], [2.6358, 0.2689, 2.0719], [1.8031, 1.4785, 1.1021], [-0.3690, 0.7707, 1.8995], [0.5767, 0.1429, 3.2666]],
  "atomic_forces_ev_per_a": [[0.2, 0.4, 0.2], [-0.2, -0.4, 0.6], [0.3, 0.0, 0.0], [-0.2, 0.6, 0.0], [-0.3, 0.1, -0.3], [0.1, 0.1, 0.0], [-0.2, 0.0, -0.1], [0.0, -0.1, -0.2], [-0.1, 0.0, -0.1], [0.0, -0.1, 0.0], [-0.1, 0.1, -0.1], [0.0, 0.0, -0.2], [0.1, -0.1, -0.2], [0.0, -0.1, 0.0], [0.1, -0.1, 0.1], [0.1, 0.0, 0.1], [0.1, -0.1, 0.1], [-0.1, -0.1, 0.0], [0.0, -0.1, 0.0], [0.0, 0.1, 0.1], [0.1, 0.0, 0.0], [0.0, -0.1, 0.1], [-0.3, -0.5, 0.3], [-0.4, 0.0, 0.7], [-0.2, -0.1, -0.5], [0.6, -0.2, 0.1], [-0.2, 0.1, 0.1], [0.7, 0.3, 0.4], [-0.5, 0.7, -0.1], [0.0, 0.0, 0.0], [0.0, 0.4, -0.1], [0.2, 0.1, -0.2], [0.2, -0.2, -0.1], [0.1, 0.2, -0.3], [-0.2, 0.0, 0.0], [-0.1, -0.1, -0.1], [0.0, 0.1, 0.0], [0.0, -0.1, -0.1], [0.0, 0.0, 0.0], [-0.2, -0.1, 0.0], [-0.1, -0.1, -0.2], [0.0, -0.2, 0.0], [0.1, -0.1, 0.0], [0.0, -0.2, 0.1], [-0.3, 0.3, 0.1], [0.4, 0.1, 0.2], [-0.4, -0.2, 0.0], [-0.3, -0.1, 0.4], [0.1, -0.1, 0.1], [0.0, 0.3, -0.7], [-0.3, -0.2, 0.1], [0.2, 0.0, 0.0], [0.1, 0.0, -0.1], [0.0, -0.1, 0.0], [-0.1, -0.2, 0.0], [0.0, 0.0, -0.4], [0.1, 0.1, -0.1], [0.2, -0.1, -0.1], [0.0, 0.0, -0.1], [-0.1, 0.1, -0.2], [0.0, 0.1, 0.0], [0.0, 0.0, 0.3], [0.1, 0.0, 0.1], [0.1, 0.0, 0.0], [0.1, 0.0, 0.0], [0.1, 0.0, 0.1], [0.9, 0.1, 0.4], [-0.6, 0.0, -0.3], [0.0, 0.1, 0.3], [-0.3, 0.1, 0.1], [-0.1, 0.1, 0.0], [0.2, -0.7, -0.1], [0.0, 0.4, -0.1], [-0.1, -0.1, 0.1], [-0.2, -0.1, -0.2], [0.1, 0.0, 0.0], [0.1, -0.2, 0.0]]
}